[1]
14
Properties=species:S:1:pos:R:3:lowdin_charge:R:1 method="wB97M-V/def2-TZVPD" total_charge=-1 orbital_gap_ha=0.199 smiles="C=C(C)N(C)[O-]" e_above_lowest_ev=1.081 max_force_ev_per_a=3.14
C 0.487 1.550 1.202 -0.0344
C 0.229 0.519 0.342 -0.4481
C 1.322 -0.436 0.068 -0.1087
C -1.274 -1.020 -0.940 -0.1058
N -0.918 0.299 -0.390 -0.3557
O -1.982 1.031 -0.062 -0.3319
H -0.127 2.328 1.401 -0.0418
H 1.532 1.674 1.622 0.0296
H 1.674 -1.094 0.965 0.1070
H 2.230 0.093 -0.119 0.0461
H 1.126 -0.933 -0.826 0.0277
H -0.985 -1.230 -2.024 0.0680
H -0.872 -1.792 -0.279 0.0542
H -2.442 -0.989 -0.960 0.0939

[2]
14
Properties=species:S:1:pos:R:3:lowdin_charge:R:1 method="wB97M-V/def2-TZVPD" total_charge=-1 orbital_gap_ha=0.182 smiles=C[C@H]1C[C@@H]1N[O-] e_above_lowest_ev=2.213 max_force_ev_per_a=3.84
C 0.318 1.260 0.023 -0.0905
C -0.121 -0.208 -0.447 -0.3224
C 1.176 -0.041 0.248 -0.2524
C -1.276 -0.763 0.339 -0.1018
N 2.622 -0.449 -0.407 -0.2763
O 3.736 -0.179 0.392 -0.5210
H 0.584 1.823 -0.773 0.0194
H -0.130 1.809 0.897 0.0861
H -0.090 -0.309 -1.557 0.1279
H 1.241 -0.338 1.294 0.1117
H -1.462 -0.005 1.105 0.0691
H -1.017 -1.739 0.749 0.0710
H -2.118 -0.919 -0.240 0.0296
H 2.765 0.049 -1.326 0.0496

[3]
14
Properties=species:S:1:pos:R:3:lowdin_charge:R:1 method="wB97M-V/def2-TZVPD" total_charge=+1 orbital_gap_ha=0.449 smiles="C=C1[NH2+][C@]1(C)O" e_above_lowest_ev=2.684 max_force_ev_per_a=4.83
C 1.035 0.189 0.056 -0.1579
C 2.195 0.175 0.639 0.1217
C -0.573 0.299 0.160 -0.4430
C -1.451 -0.898 0.454 0.0078
N 0.279 0.148 -1.179 0.1797
O -1.020 1.519 0.259 0.1180
H 3.183 -0.065 0.066 0.1272
H 2.437 0.335 1.731 0.1157
H -0.945 -1.904 0.085 0.1355
H -2.473 -0.899 -0.134 0.1352
H -1.537 -0.801 1.580 0.1217
H 0.457 1.006 -1.663 0.1640
H 0.301 -0.676 -1.846 0.2099
H -1.886 1.572 -0.208 0.1646

[4]
14
Properties=species:S:1:pos:R:3:lowdin_charge:R:1 method="wB97M-V/def2-TZVPD" total_charge=+1 orbital_gap_ha=0.453 smiles=C[C@H]1O[C@H]2[NH2+][C@H]21 e_above_lowest_ev=3.294 max_force_ev_per_a=5.57
C 0.961 -0.194 -0.782 0.0073
C -0.575 0.760 -0.517 -0.1598
C 1.446 0.907 0.087 -0.1343
C -1.665 0.025 0.186 0.0003
N 1.402 -0.572 0.578 0.1838
O 0.264 1.635 0.242 0.0199
H 1.308 -0.716 -1.726 0.1722
H -0.954 1.145 -1.406 0.1308
H 2.453 1.362 0.211 0.1916
H -1.985 -0.803 -0.395 0.1003
H -2.466 0.766 0.167 0.1185
H -1.313 -0.231 1.090 0.0414
H 0.712 -1.018 1.258 0.2120
H 2.251 -0.971 0.662 0.1161

[5]
14
Properties=species:S:1:pos:R:3:lowdin_charge:R:1 method="wB97M-V/def2-TZVPD" total_charge=+1 orbital_gap_ha="0.331 / 0.277" e_above_lowest_ev=5.889 max_force_ev_per_a=4.43
C -2.824 0.040 0.461 0.1492
C -2.019 -0.071 -0.623 -0.3216
C 1.919 -0.739 -0.069 -0.0826
C 0.933 -0.038 0.593 -0.0209
N 1.849 0.768 -0.264 0.1002
O -0.807 0.209 -0.781 -0.0273
H -3.844 -0.153 0.394 0.0566
H -2.491 0.582 1.424 0.1244
H -2.370 -0.778 -1.445 0.1473
H 2.724 -1.253 0.578 0.1704
H 1.687 -1.395 -0.916 0.1409
H 0.960 0.192 1.694 0.1563
H 2.552 1.368 0.194 0.1710
H 1.731 1.265 -1.241 0.2360

[6]
14
Properties=species:S:1:pos:R:3:lowdin_spin:R:1 method="wB97M-V/def2-TZVPD" total_charge=+1 orbital_gap_ha="0.256 / 0.208" e_above_lowest_ev=1.611 spin_multiplicity=3 s2=2.01 max_force_ev_per_a=6.95
C -0.265 0.653 -0.209 0.6019
C 0.960 1.274 0.351 0.1765
C 1.799 0.186 1.151 0.1158
C -1.682 -1.147 -0.873 0.1038
N -0.459 -0.587 -0.526 0.5720
O 1.949 -0.902 0.711 0.1964
H 0.767 2.110 1.000 0.0016
H -1.110 1.196 -0.022 0.0517
H 1.607 1.492 -0.522 0.0396
H 2.218 0.686 1.991 0.0367
H -2.458 -0.240 -0.863 0.0031
H -1.850 -1.851 -1.823 0.0367
H -1.827 -1.796 0.027 0.0500
H 0.353 -1.073 -0.394 0.0142

[7]
14
Properties=species:S:1:pos:R:3:lowdin_spin:R:1 method="wB97M-V/def2-TZVPD" total_charge=+1 orbital_gap_ha="0.301 / 0.286" e_above_lowest_ev=1.804 spin_multiplicity=3 s2=2.01 max_force_ev_per_a=4.12
C 1.790 -0.397 -0.963 0.7385
C 2.003 0.310 0.123 0.1542
C -0.218 0.084 0.168 0.6828
C -0.904 -1.068 0.756 0.0986
N -1.107 1.120 -0.517 0.0699
O 0.933 0.684 0.854 0.1067
H 1.984 -1.356 -1.342 0.0484
H 2.914 0.813 0.349 0.0207
H -0.813 -1.910 0.081 0.0344
H -1.972 -0.811 0.718 0.0116
H -0.577 -1.331 1.767 0.0098
H -0.781 1.478 -1.404 0.0096
H -1.371 1.890 0.088 0.0140
H -1.881 0.495 -0.677 0.0010

[8]
15
Properties=species:S:1:pos:R:3:lowdin_charge:R:1 method="wB97M-V/def2-TZVPD" total_charge=-1 orbital_gap_ha=0.228 e_above_lowest_ev=6.227 max_force_ev_per_a=4.02
O 2.603 -0.103 1.251 -0.0847
C 2.255 -0.252 0.054 -0.7644
O 2.661 -1.115 -0.749 -0.0714
C 1.013 0.599 -0.324 -0.1504
C -0.164 0.069 0.459 -0.1972
C -1.533 0.484 -0.020 -0.4080
N -2.520 -0.580 0.084 -0.0852
H 0.849 0.669 -1.398 0.1008
H 1.321 1.604 -0.019 0.1151
H 0.085 0.271 1.500 0.1241
H -0.235 -1.128 0.405 0.0163
H -1.882 1.277 0.660 0.1058
H -1.446 0.905 -1.030 0.0938
H -0.231 -1.886 -0.001 0.2652
H -2.776 -0.813 -0.872 -0.0599

[9]
15
Properties=species:S:1:pos:R:3:lowdin_charge:R:1 method="wB97M-V/def2-TZVPD" total_charge=-1 orbital_gap_ha=0.298 smiles="NCCCC(=O)[O-]" e_above_lowest_ev=1.748 max_force_ev_per_a=4.33
O -1.093 1.775 0.834 -0.0994
C -1.174 0.538 0.570 -0.8154
O -1.395 -0.421 1.295 -0.0706
C -0.968 0.184 -0.890 -0.1885
C 0.470 -0.017 -1.126 -0.2936
C 1.234 -0.424 0.049 -0.2841
N 2.445 -1.248 -0.429 -0.0509
H -1.337 1.088 -1.506 0.1289
H -1.549 -0.690 -1.087 0.0905
H 0.870 0.850 -1.758 0.1307
H 0.481 -0.740 -1.975 0.1014
H 1.675 0.425 0.708 0.1332
H 0.540 -0.972 0.903 0.1497
H 2.163 -1.734 -1.239 -0.0037
H 2.571 -2.011 0.316 0.0720

[10]
15
Properties=species:S:1:pos:R:3:lowdin_charge:R:1 method="wB97M-V/def2-TZVPD" total_charge=-1 orbital_gap_ha=0.296 e_above_lowest_ev=1.405 max_force_ev_per_a=2.36
C 1.507 0.930 -0.578 -0.0164
C 0.760 1.105 0.534 -0.2827
N -0.209 0.241 1.052 -0.1253
C -1.509 0.846 1.296 -0.1537
H 1.473 0.008 -1.173 0.0227
H 2.109 1.734 -0.972 0.0150
H 0.825 2.081 1.057 0.0863
H -0.257 -0.605 0.406 0.0516
H -2.113 0.176 1.929 0.0708
H -1.307 1.798 1.826 0.0616
H -2.025 1.158 0.385 0.0651
O 1.458 -2.235 -1.599 -0.1455
C 0.211 -2.375 -1.398 -0.5804
O -0.621 -1.864 -0.560 -0.1584
H -0.302 -2.999 -2.206 0.0893

[11]
15
Properties=species:S:1:pos:R:3:lowdin_charge:R:1 method="wB97M-V/def2-TZVPD" total_charge=+1 orbital_gap_ha=0.356 e_above_lowest_ev=4.773 max_force_ev_per_a=5.76
C 3.050 -0.092 -0.089 -0.2023
C -1.541 -0.756 0.669 0.0299
C -0.636 0.239 0.026 -0.3518
C 1.994 0.628 0.018 -0.0468
N -1.550 -0.603 -0.851 0.1642
O 3.922 -0.873 -0.256 0.2021
O -0.859 1.576 0.114 0.0661
H -1.199 -1.709 1.116 0.1346
H -2.502 -0.484 1.315 0.1855
H 1.468 0.802 -0.928 0.0977
H 1.794 1.194 0.955 0.1285
H 0.528 0.031 -0.420 0.1240
H -1.059 -1.339 -1.274 0.1421
H -2.315 -0.329 -1.449 0.1816
H -1.093 1.716 1.055 0.1445

[12]
16
Properties=species:S:1:pos:R:3:lowdin_charge:R:1 method="wB97M-V/def2-TZVPD" total_charge=-1 orbital_gap_ha="0.251 / 0.251" e_above_lowest_ev=3.444 max_force_ev_per_a=4.37
C 2.214 0.475 2.003 -0.8162
C -0.773 0.666 -0.945 -0.2886
C -1.877 -0.338 -0.674 -0.4868
C 0.664 -0.079 -0.743 -0.3974
N -2.063 -0.647 0.756 -0.1100
O 1.985 1.060 3.048 -0.0443
O 3.149 0.436 1.200 -0.0796
Si 1.001 -0.750 0.893 0.9031
H -0.817 0.823 -2.006 0.0770
H -0.832 1.438 -0.204 0.0842
H -2.814 0.298 -1.115 0.1148
H -1.725 -1.190 -1.264 0.0525
H 0.689 -0.782 -1.666 0.0853
H 1.446 0.649 -1.107 0.0692
H -1.511 0.123 1.180 -0.0869
H 1.264 -2.183 0.644 -0.0762